Computed, not measured: a molecular structure, C36H53AuGe2IN2O2S, with ωB97M-V/def2-TZVPD.

Structure (ORCA input):
```
! wB97M-V def2-TZVPD RIJCOSX def2/J DEFGRID3
* xyz 1 1
Au 0.35 0.08 -0.11
C -2.29 -3.47 1.36
C -1.12 -2.57 0.94
Ge -1.53 -1.63 -0.75
C -1.85 -2.88 -2.23
C -3.21 -3.59 -2.19
C -3.07 -0.49 -0.46
C -3.11 0.83 -0.30
Ge -1.45 1.87 -0.38
C -1.23 3.03 -1.96
C -2.26 4.11 -2.27
C -0.85 2.78 1.26
C -1.45 4.16 1.53
C -4.39 1.57 -0.06
C -4.39 2.96 0.04
C -5.56 3.68 0.26
C -6.76 3.01 0.39
C -6.78 1.62 0.30
C -5.61 0.91 0.08
H -2.08 -3.95 2.32
H -2.48 -4.25 0.63
H -3.21 -2.89 1.48
H -0.20 -3.15 0.83
H -0.94 -1.81 1.70
H -1.04 -3.60 -2.26
H -1.79 -2.27 -3.13
H -3.30 -4.27 -1.34
H -3.35 -4.19 -3.09
H -4.03 -2.88 -2.14
H -4.01 -1.04 -0.42
H -1.15 2.33 -2.79
H -0.24 3.48 -1.82
H -3.25 3.69 -2.45
H -1.97 4.64 -3.18
H -2.34 4.85 -1.48
H 0.24 2.88 1.13
H -1.00 2.11 2.10
H -1.35 4.83 0.68
H -0.94 4.63 2.37
H -2.51 4.10 1.79
H -3.47 3.51 -0.06
H -5.52 4.76 0.33
H -7.68 3.56 0.56
H -7.72 1.09 0.41
H -5.67 -0.17 0.03
N 2.11 -1.19 3.07
C 1.16 -0.28 3.12
O 0.59 0.23 2.13
C 0.65 0.15 4.48
I 2.19 1.00 5.68
H 2.52 -1.41 2.16
H 2.56 -1.51 3.91
H 0.26 -0.70 5.03
H -0.12 0.90 4.35
C 1.16 -1.59 -2.93
C 0.34 -0.29 -2.98
C 1.31 0.89 -3.04
C -0.52 -0.27 -4.25
N -0.62 -0.14 -1.83
H 1.93 -1.57 -3.72
H 0.55 -2.47 -3.10
H 1.66 -1.70 -1.96
H 2.02 0.75 -3.86
H 1.88 0.98 -2.10
H 0.79 1.83 -3.20
H 0.11 -0.38 -5.13
H -1.06 0.67 -4.33
H -1.25 -1.07 -4.26
O 2.70 -0.88 0.30
S 3.98 -0.68 -0.48
C 4.92 -2.24 -0.27
C 4.82 -2.78 1.12
C 3.78 -3.65 1.44
C 3.64 -4.15 2.72
C 4.56 -3.79 3.71
C 5.61 -2.94 3.40
C 5.74 -2.44 2.11
C 4.94 0.46 0.53
C 4.16 1.75 0.59
C 4.04 2.56 -0.53
C 3.27 3.71 -0.48
C 2.61 4.05 0.70
C 2.74 3.24 1.82
C 3.50 2.09 1.76
H 5.94 -2.03 -0.59
H 4.47 -2.91 -1.00
H 3.06 -3.93 0.67
H 2.83 -4.83 2.96
H 4.46 -4.19 4.71
H 6.33 -2.67 4.16
H 6.58 -1.80 1.87
H 5.91 0.56 0.05
H 5.05 0.02 1.52
H 4.55 2.30 -1.45
H 3.18 4.35 -1.35
H 2.01 4.95 0.75
H 2.24 3.51 2.75
H 3.60 1.46 2.64
*
```

The LUMO energy comes out at -2.23 eV. For the HOMO energy, the calculation gives -10.53 eV. Its molar mass is 1046.99 g/mol. The frontier orbital gap is 8.3 eV.